--- one ---
A single C3H5IO molecule, computed with ωB97M-V/def2-TZVPD.

The molecular weight comes out at 183.98 g/mol. Its orbital gap is 9.9 eV. The value obtained for the highest occupied orbital energy is -9.6 eV. As for the net charge: 0. Its LUMO energy is 0.38 eV. As for the SMILES: C[C@H]1O[C@@H]1I.

Each line ends with the Löwdin charge.
CARTESIAN COORDINATES (ANGSTROEM)
1 C -0.073 -0.185 -0.490  -0.39
2 C -1.226 -0.096 0.428  -0.79
3 C 1.318 0.131 -0.102  -0.05
4 O -0.747 -1.318 0.053  -0.08
5 I -3.301 0.286 0.035  0.77
6 H -0.132 0.030 -1.521  0.12
7 H -0.845 0.329 1.567  0.16
8 H 1.573 1.046 -0.591  0.08
9 H 2.108 -0.499 -0.406  0.07
10 H 1.325 0.277 1.027  0.11


--- two ---
A molecular structure, C3H5IO, computed with ωB97M-V/def2-TZVPD.

The molecular weight comes out at 183.98 g/mol. Its orbital gap is 8.1 eV. The value obtained for the highest occupied orbital energy is -9.0 eV. As for the net charge: 0. Its LUMO energy is -0.90 eV.

Each line ends with the Löwdin charge.
CARTESIAN COORDINATES (ANGSTROEM)
1 C 0.204 1.328 -0.606  -0.12
2 C -0.130 0.196 0.228  -0.52
3 C 0.493 -1.150 0.484  -0.07
4 O 0.023 1.435 0.862  -0.02
5 I -2.791 -0.219 -0.077  0.24
6 H 1.178 1.286 -1.027  0.10
7 H -0.745 1.661 -1.257  0.13
8 H 0.003 -1.775 1.187  0.06
9 H 1.546 -1.082 0.692  0.09
10 H 0.219 -1.680 -0.485  0.11


--- three ---
2 unconnected molecules or ions with the total composition C3H5IO, computed with ωB97M-V/def2-TZVPD.

The molecular weight comes out at 183.98 g/mol. Its orbital gap (spin up / spin down) is 8.3 / 8.4 eV. The value obtained for the highest occupied orbital energy (spin up / spin down) is -8.2 / -8.4 eV. As for the net charge: 0. Its LUMO energy (spin up / spin down) is 0.13 / 0.01 eV.

Each line ends with the Löwdin charge.
CARTESIAN COORDINATES (ANGSTROEM)
1 C 1.765 0.542 1.071  -0.09
2 C -0.409 0.414 -0.596  -0.71
3 C -0.893 -0.983 -0.652  -0.25
4 O 2.909 0.326 1.317  0.03
5 I -1.354 1.788 0.647  0.83
6 H 1.071 1.094 1.750  -0.03
7 H -0.025 0.863 -1.497  0.01
8 H -1.782 -1.064 -1.290  0.07
9 H -1.167 -1.364 0.331  0.06
10 H -0.115 -1.616 -1.080  0.07


Order from most stable to least stable according to the calculation: one, two, three